20
Properties=species:S:1:pos:R:3:lowdin_charge:R:1 method="wB97M-V/def2-TZVPD" e_above_lowest_kj_mol=551.57 charge=0 molar_mass_da=162.2
C 0.538 -1.757 1.434 -0.59
C 0.480 -0.333 -0.895 -0.58
C -0.118 0.724 0.021 -0.20
C 0.248 -0.152 -2.421 -0.10
C -1.555 0.831 0.317 -0.06
N 0.285 -0.512 1.927 0.03
N 0.759 1.724 0.549 -0.38
O 1.874 1.882 0.142 0.10
O 0.341 2.468 1.453 0.04
S -0.110 -1.967 -0.275 0.87
H 1.606 -1.989 1.443 0.07
H -0.043 -2.496 2.097 0.12
H 1.551 -0.304 -0.838 0.09
H 0.535 -1.136 -3.084 0.13
H 0.834 0.697 -2.837 0.09
H -0.815 -0.052 -2.553 0.05
H -1.518 1.472 1.183 0.07
H -2.140 -0.166 0.395 0.11
H -2.171 1.301 -0.419 0.08
H -0.583 -0.234 2.360 0.06